ORCA calculation (ωB97M-V/def2-TZVPD) on a structure of composition C16H12BaF4N3O9S in a non-equilibrium geometry.

Geometry as XYZ:
```
46
Properties=species:S:1:pos:R:3
Ba -0.18820 -0.32936 -0.30221
O -3.62727 4.03705 -0.98556
C -2.65323 3.09492 -0.95571
O -2.86133 1.92083 -0.83887
C -1.27927 3.71205 -1.14023
O -0.30862 2.88453 -0.59393
C -0.11849 3.03463 0.82202
C 0.26080 1.63926 1.30578
O 1.45870 1.31281 1.32334
O -0.72691 0.85257 1.50532
H -4.45882 3.54287 -0.92549
H -1.26721 4.72284 -0.73065
H -1.10501 3.78075 -2.21395
H -1.04782 3.33844 1.31252
H 0.67630 3.74930 1.01932
F -4.01033 -6.28486 -0.68849
C -2.93310 -5.46345 -0.87502
F -2.06645 -5.77961 0.09087
F -2.39195 -5.83654 -2.04154
C -3.36004 -4.01965 -0.85606
C -4.70632 -3.74783 -0.70772
C -5.16681 -2.43655 -0.66207
C -4.22277 -1.43692 -0.75324
N -2.91499 -1.65462 -0.91114
C -2.44570 -2.93073 -0.98211
S -0.74991 -3.16713 -1.23431
H -5.40721 -4.56651 -0.62511
H -6.21965 -2.20507 -0.54724
H -4.51949 -0.39100 -0.70110
F 4.65446 -1.50577 3.23499
C 4.59509 -0.43282 2.43734
C 4.26941 -0.54493 1.15716
N 4.22519 0.54080 0.29814
C 3.74358 0.37796 -1.08246
C 2.29070 -0.04891 -1.09426
O 2.00560 -1.07870 -0.39960
O 1.46745 0.62989 -1.76216
C 4.48328 1.82194 0.75177
O 4.49435 2.81307 0.04723
N 4.82645 1.88015 2.09207
C 4.89558 0.85133 3.02991
O 5.20286 1.05989 4.18506
H 4.00206 -1.49967 0.72924
H 4.34333 -0.37595 -1.59426
H 3.84726 1.33337 -1.57630
H 5.01446 2.80533 2.43868
```

Output
2S+1: 1
Relative energy (zero: lowest compared OMol25 entry of this formula, charge and spin), kcal/mol: 35.0
DFT total energy, a.u.: -2281.7728
Lowest unoccupied orbital energy, eV: 2.0682
Kohn-Sham gap, hartree: 0.2476
Net charge: -1

ORCA calculation (ωB97M-V/def2-TZVPD) on a cluster of 10 separate species, C16H12Cl27IO3 in total in a non-equilibrium geometry.

Geometry as XYZ:
```
59
Properties=species:S:1:pos:R:3
C 6.41565 -1.94712 -1.92082
C 5.42575 -1.10256 -2.19485
C 3.98595 -0.39257 -2.48965
C 2.78554 -1.49920 -2.48237
C 1.38090 -1.34820 -2.18055
I 0.33107 0.51233 -1.65035
C 0.77936 -2.83649 -2.32051
O -0.16480 -3.41661 -1.70274
O 1.66177 -3.41426 -3.33839
C 2.98669 -3.06563 -2.83616
O 3.97747 -3.84215 -2.76479
H 7.04608 -2.87544 -1.62674
H 4.00392 0.14206 -3.52534
H 3.85485 0.38040 -1.64247
Cl -0.19610 1.27452 2.65678
C -1.66156 1.65793 1.74196
Cl -2.83139 2.50267 2.76567
Cl -1.26612 2.62929 0.31598
H -2.11119 0.72294 1.40650
Cl 1.69631 -3.04326 3.88262
C 0.23049 -2.65388 2.97037
Cl -0.93943 -1.81602 4.00217
Cl 0.62447 -1.67388 1.54899
H -0.21936 -3.58616 2.62973
Cl 1.16661 6.15818 0.06326
C 0.33603 6.19065 -1.49856
Cl -0.04052 4.54503 -2.02963
Cl -1.13799 7.16524 -1.39993
H 1.00014 6.64607 -2.23273
Cl -0.41665 -1.25012 -4.37974
C -1.88153 -0.86483 -5.29697
Cl -3.04829 -0.01216 -4.27471
Cl -1.48400 0.10087 -6.72584
H -2.33417 -1.79888 -5.62896
Cl 6.02448 2.12377 0.08616
C 4.52411 2.99970 0.42436
Cl 4.64812 4.67963 -0.11885
Cl 3.14834 2.19573 -0.34850
H 4.36105 2.99849 1.50192
Cl 5.13813 -7.50462 -3.44093
C 3.47920 -7.42260 -4.05193
Cl 3.46649 -7.44147 -5.82208
Cl 2.51253 -8.75921 -3.40895
H 3.03592 -6.48532 -3.71545
Cl -4.21324 -0.84987 2.38383
C -5.67714 -0.46599 1.46537
Cl -6.84972 0.37710 2.48860
Cl -5.27912 0.50859 0.04151
H -6.12515 -1.40021 1.12757
Cl -8.18655 -0.92994 5.78346
C -8.46502 0.80802 5.97012
Cl -8.76412 1.56279 4.39676
Cl -9.81915 1.10617 7.07014
H -7.56891 1.25485 6.40004
Cl 1.53916 3.99587 5.67342
C 0.08265 4.39186 4.74827
Cl -1.09266 5.23451 5.76901
Cl 0.49240 5.37192 3.33231
H -0.36775 3.46149 4.40258
```

Output
2S+1: 1
DFT total energy, a.u.: -13565.2092
Lowest unoccupied orbital energy, eV: -1.2558
Kohn-Sham gap, hartree: 0.3140

ORCA calculation (ωB97M-V/def2-TZVPD) on a structure of composition C16H12F6NO6PPdS2.

Geometry as XYZ:
```
45
Properties=species:S:1:pos:R:3
Pd -0.55176 1.40825 0.36822
O 3.80018 -0.42165 1.56196
C 2.56346 -0.25677 1.54249
O 1.80673 -0.07518 0.56221
C 1.86359 -0.31110 2.92799
P 0.03016 -0.23595 2.79632
C -0.25816 -0.19695 4.64037
C -0.45650 -1.41142 5.29515
C -0.62262 -1.47384 6.67026
C -0.61131 -0.30805 7.42322
C -0.42905 0.91115 6.78486
C -0.25319 0.96499 5.41024
C -0.30680 1.52924 2.44009
C 0.68489 2.52631 2.26021
C 0.35500 3.87429 2.32338
C -0.96145 4.27886 2.53188
C -1.96390 3.32346 2.60883
C -1.65363 1.96803 2.54051
H 2.24727 0.48361 3.57542
H 2.11028 -1.25994 3.41363
H -0.48186 -2.32103 4.70400
H -0.77037 -2.43158 7.15665
H -0.74841 -0.34879 8.49782
H -0.42289 1.82750 7.36430
H -0.11350 1.92388 4.92425
H 1.71268 2.22405 2.10329
H 1.13391 4.61337 2.17733
H -1.20828 5.33270 2.56136
H -3.00045 3.62748 2.69314
H -2.43842 1.22738 2.64907
F -4.45190 -0.14304 -2.90745
C -3.43535 0.71401 -3.10384
F -2.65418 0.20341 -4.06636
F -3.96189 1.85378 -3.57632
S -2.51962 0.94492 -1.50569
O -3.47511 1.64387 -0.70247
O -2.17687 -0.41339 -1.20840
N -1.21369 1.73714 -1.98294
S -0.89182 3.28677 -1.75594
O -1.79941 4.04548 -0.95294
O 0.51939 3.47245 -1.62591
C -1.18476 3.99348 -3.44583
F -2.47676 3.96872 -3.80164
F -0.49532 3.34560 -4.39700
F -0.78792 5.27932 -3.46332
```

Output
2S+1: 1
Relative energy (zero: lowest compared OMol25 entry of this formula, charge and spin), kcal/mol: 13.1
DFT total energy, a.u.: -2987.9673
Lowest unoccupied orbital energy, eV: 4.6160
Kohn-Sham gap, hartree: 0.2240
Net charge: -2

ORCA calculation (ωB97M-V/def2-TZVPD) on the molecule C16H12N4 in a non-equilibrium geometry.

Geometry as XYZ:
```
32
Properties=species:S:1:pos:R:3
C -0.38584 -0.61418 4.91931
C 0.82414 -0.08542 4.41575
C 0.97399 -0.01639 2.99320
C -0.05553 -0.32172 2.14000
C 0.29350 -0.39467 0.75595
N 1.19278 0.42346 0.25690
C 1.59168 0.55722 -1.15994
C 0.30989 0.83285 -2.04568
N 0.36605 1.88966 -2.82290
N -0.82489 1.85141 -3.40989
N -1.62664 0.90931 -2.90366
C -0.90587 0.21420 -2.05793
C -1.04993 -1.12237 -1.46182
C -1.88482 -1.94435 -2.15686
C -1.99895 -3.25854 -1.76116
C -1.51586 -3.57917 -0.44902
C -0.91232 -2.60736 0.35114
C -0.56858 -1.25866 -0.09308
C -1.18815 -0.89949 2.72366
C -1.41652 -1.03379 4.04642
H -0.54889 -0.86548 5.93856
H 1.79542 -0.00568 4.88281
H 1.94357 0.28808 2.71690
H 2.19326 1.44917 -1.36343
H 2.13318 -0.36580 -1.48830
H -0.92601 2.29700 -4.33656
H -2.29803 -1.58044 -3.16220
H -2.48106 -4.06258 -2.42124
H -1.56961 -4.57436 -0.02476
H -0.79627 -2.99306 1.34439
H -2.09827 -1.10886 2.13638
H -2.31798 -1.49431 4.45471
```

Output
2S+1: 1
Relative energy (zero: lowest compared OMol25 entry of this formula, charge and spin), kcal/mol: 59.3
DFT total energy, a.u.: -835.8250
Lowest unoccupied orbital energy, eV: -0.0707
Kohn-Sham gap, hartree: 0.3183

ORCA calculation (ωB97M-V/def2-TZVPD) on a structure of composition C16H13As2CuF36O6 in a non-equilibrium geometry.

Geometry as XYZ:
```
74
Properties=species:S:1:pos:R:3
Cu -11.22700 -34.00215 -2.86726
As -5.95627 -32.20971 -0.13909
F -4.17196 -31.93366 0.01550
F -6.34519 -30.62118 0.57710
F -7.71743 -32.57921 -0.40805
F -5.53143 -33.74045 -0.95041
F -6.00567 -33.08477 1.43749
F -5.84041 -31.35974 -1.76964
As -10.08112 -39.21496 -0.52797
F -8.83186 -40.38486 0.00740
F -10.44117 -40.20062 -1.98395
F -11.39922 -38.03421 -0.97349
F -9.75937 -38.19720 0.87563
F -8.87570 -38.33859 -1.53667
F -11.36561 -40.11326 0.39582
O -9.83093 -36.67221 -8.05115
C -8.85537 -36.69509 -7.16465
O -8.67086 -35.88151 -6.25845
O -8.04696 -37.65271 -7.14620
H -9.54881 -37.43842 -8.55606
C -11.15131 -33.26031 4.93423
C -11.27623 -32.63538 6.34046
C -9.92271 -31.89286 6.73445
F -9.39708 -31.04662 5.82609
F -10.10600 -31.25207 7.90713
F -12.33262 -31.84659 6.44083
F -11.51005 -33.63111 7.21184
O -12.35138 -34.03587 4.61932
C -13.21317 -33.61108 3.63094
C -14.38934 -34.56081 3.40267
F -15.16657 -34.80589 4.49323
F -15.18895 -34.13650 2.43606
F -13.66520 -32.36631 4.02403
F -12.59538 -33.40377 2.42267
H -10.24830 -33.86521 5.01643
H -10.96985 -32.52945 4.14618
H -9.11485 -32.61454 6.85547
H -14.00521 -35.54420 3.13154
C -13.43565 -24.96307 -0.08791
C -11.97230 -24.77053 0.49002
C -11.80879 -25.54459 1.82154
F -10.60367 -25.40227 2.41188
F -12.76244 -25.28684 2.76600
F -11.14530 -25.21094 -0.46456
F -11.70215 -23.44960 0.66184
O -13.58327 -26.33180 -0.62742
C -14.63262 -26.43394 -1.60614
C -15.08815 -27.95076 -1.57743
F -16.06644 -28.24932 -2.45474
F -14.14290 -28.88861 -1.55106
F -15.69458 -25.66356 -1.30386
F -14.12004 -26.07200 -2.75409
H -13.61215 -24.25815 -0.90034
H -14.19822 -24.71639 0.65084
H -11.84578 -26.61675 1.62865
H -15.62369 -28.05240 -0.63352
C -14.71831 -33.88184 -6.90756
C -15.22166 -34.92173 -5.94987
C -16.66053 -35.28898 -6.12984
F -17.46586 -34.31245 -5.66807
F -16.97377 -35.60482 -7.43311
F -14.52359 -36.09323 -6.00482
F -15.04496 -34.49565 -4.66893
O -13.42448 -33.45118 -6.54260
C -12.93935 -32.19844 -7.00051
C -12.30219 -32.32645 -8.42836
F -13.12388 -32.67990 -9.46110
F -11.69521 -31.18290 -8.74887
F -13.87016 -31.25338 -6.89452
F -12.01676 -31.90631 -6.02957
H -15.41911 -33.05350 -6.80351
H -14.68141 -34.19287 -7.95159
H -16.88704 -36.17033 -5.52986
H -11.52124 -33.08604 -8.39305
```

Output
2S+1: 1
Relative energy (zero: lowest compared OMol25 entry of this formula, charge and spin), kcal/mol: 175.7
DFT total energy, a.u.: -10776.3325
Lowest unoccupied orbital energy, eV: 0.1181
Kohn-Sham gap, hartree: 0.1041
Net charge: -2

ORCA calculation (ωB97M-V/def2-TZVPD) on a structure of composition C16H13AsF5O2PtS2Se.

Geometry as XYZ:
```
41
Properties=species:S:1:pos:R:3
Pt -0.43257 0.97219 -0.11430
O 0.01218 -0.97554 -3.34984
C -0.78733 -0.53339 -2.56211
O -0.69688 -0.73324 -1.24175
C -2.00308 0.25129 -2.97421
C -3.04193 -0.33761 -3.67297
C -4.15809 0.41423 -4.01531
C -4.24336 1.74865 -3.65421
C -3.21922 2.34018 -2.92944
C -2.08987 1.59973 -2.60560
S -0.73995 2.41999 -1.81476
H -2.97774 -1.38037 -3.95396
H -4.96994 -0.04808 -4.56012
H -5.11535 2.32830 -3.92354
H -3.27991 3.37826 -2.62948
C 2.81097 -1.70566 1.39601
As 2.43180 -1.25932 -0.43588
C 1.43769 -2.71341 -1.18348
C 4.10425 -1.14909 -1.37149
S 1.76912 0.83350 -0.53253
H 3.54632 -2.50990 1.40139
H 1.89857 -2.03822 1.88688
H 3.21311 -0.83290 1.90617
H 2.12995 -3.55736 -1.17716
H 1.12377 -2.44689 -2.18949
H 0.56893 -2.91435 -0.56345
H 4.61638 -2.10379 -1.25962
H 4.71366 -0.34968 -0.95449
H 3.90018 -0.95047 -2.42179
F 0.62027 -0.35560 6.41981
C 0.29759 0.30218 5.32423
C 0.19028 -0.37520 4.11864
F 0.41682 -1.68257 4.05831
C -0.14678 0.33575 2.98743
F -0.24086 -0.36095 1.81452
C -0.37107 1.69896 2.99013
Se -0.82447 2.68624 1.41866
C -0.25490 2.35473 4.20689
F -0.46080 3.66348 4.27509
C 0.07240 1.67047 5.36979
F 0.17983 2.31543 6.51704
```

Output
2S+1: 1
Relative energy (zero: lowest compared OMol25 entry of this formula, charge and spin), kcal/mol: 0.0
DFT total energy, a.u.: -6819.9292
Lowest unoccupied orbital energy (spin up / spin down), eV: -5.7753 / -5.7785
Kohn-Sham gap (spin up / spin down), hartree: 0.2160 / 0.2159
Net charge: +1